Density functional theory data (wB97M-V/def2-TZVPD) for a structure of composition C43H48Ge3MnN3O3S.

```
102
Properties=species:S:1:pos:R:3:forces:R:3
H 0.6261 2.0561 1.0862 0.13 0.04 0.00
C -2.3492 2.9194 2.4560 -0.13 -0.23 -0.20
C 3.4709 1.0954 -1.9654 -0.05 0.02 0.03
C 3.7750 -5.5231 1.3279 0.01 0.02 0.03
H 1.8143 0.4529 -3.9444 0.09 0.04 0.02
H -3.0895 -2.7402 1.4007 0.03 0.21 0.00
H 2.5904 -1.2014 2.9907 0.01 0.04 0.04
C -1.4488 -0.4573 -3.5031 0.12 0.06 -0.05
C -0.5435 4.0729 3.5369 0.03 0.01 0.02
C 0.3606 3.4409 2.6955 -0.03 -0.05 0.02
H -0.5359 -4.1465 1.6169 -0.04 -0.02 -0.05
O 0.1277 0.3838 -0.4933 -0.26 0.04 0.35
C 2.8224 -3.9440 -0.2138 -0.05 0.02 -0.04
C -4.5248 -0.2034 2.3965 -0.35 0.22 -0.44
C -1.1124 -3.0433 3.3719 0.13 0.10 -0.36
C -5.7631 2.1445 0.3633 0.37 -0.28 0.00
H 0.2680 -0.0958 2.4991 -0.06 0.07 0.16
C 4.4479 2.1350 2.4484 0.00 0.03 -0.01
C -5.8929 -1.0640 -0.5182 0.40 0.37 0.06
C -0.0876 2.5396 1.7405 0.01 -0.04 -0.08
C 3.8040 -0.2232 -1.6513 -0.32 -0.44 0.60
N -0.4939 -0.7785 2.5304 0.39 0.00 -0.41
O -3.4115 -0.9155 -2.1705 0.31 -0.35 -0.21
O 1.1527 -1.6568 -1.2262 0.16 0.47 -0.07
C -2.1514 3.7715 -3.7611 0.00 -0.02 -0.01
C -1.8996 3.8106 3.4175 -0.02 0.07 0.06
N -1.3383 -1.3769 -1.3374 0.77 0.07 -0.36
H -2.1991 -3.3731 0.2127 -0.09 0.00 0.00
C 3.0730 -0.2439 2.8327 -0.08 -0.09 0.05
H -2.1114 4.3653 -4.6644 0.00 0.01 -0.01
C 4.2091 1.6703 3.7349 -0.02 0.06 -0.08
C 0.7746 0.2728 -4.1711 0.26 -0.02 0.10
H 4.2496 1.7569 0.3549 0.04 0.03 0.05
H -5.3702 -0.7042 2.8704 0.00 -0.06 0.00
H 3.8323 2.7439 -3.2859 0.01 0.00 -0.01
H 1.4156 3.6546 2.7760 0.11 0.00 0.03
H 5.4738 1.5110 -4.6565 0.00 -0.01 -0.04
S 0.0997 -0.6924 -1.5367 0.38 -0.68 -1.44
H -0.7841 -3.7880 4.0968 -0.04 0.02 0.03
H 4.5874 2.2215 4.5853 -0.04 0.02 0.02
H -5.5075 2.6062 -0.5881 0.00 -0.05 0.00
H -4.1064 1.4818 -2.2257 0.00 -0.07 -0.09
H -3.4142 2.7384 2.3528 -0.02 0.06 0.09
H 2.6486 -6.0652 -0.4201 0.02 -0.03 0.01
C 0.2730 0.4764 -5.4528 0.04 -0.02 0.09
C -1.9348 -0.2515 -4.7785 -0.03 -0.01 0.11
C 5.2927 -0.3072 -3.5367 0.03 0.00 -0.03
H -6.8501 2.0435 0.4150 0.00 -0.10 0.01
H -4.2828 0.6823 2.9818 0.05 -0.01 0.00
H 0.8032 -2.4395 2.5945 0.02 0.05 0.07
C 3.0407 -5.2547 0.1792 -0.05 0.03 -0.08
H -3.6609 -0.8647 2.3744 -0.06 -0.04 0.04
N -2.1273 -2.8710 1.0967 0.38 0.31 -0.40
H -2.6061 4.3049 4.0701 -0.02 0.01 -0.01
H -0.3149 4.5615 -2.9791 -0.01 0.02 -0.01
H 4.5227 -2.3660 2.2800 0.01 -0.04 0.02
C -0.0009 -2.0131 3.2038 -0.17 -0.26 0.19
Ge 3.1633 -1.0284 0.0052 0.97 0.07 0.19
C -2.2156 -0.9471 -2.3251 -0.97 0.12 -0.41
H -5.3092 -1.9790 -0.5556 -0.01 -0.01 0.04
C -1.4521 -3.7686 2.0755 0.05 0.00 0.41
H -1.4135 0.3605 -6.7638 -0.01 0.01 -0.01
H 0.4028 -1.7607 4.1862 0.08 0.07 -0.09
C 4.0699 1.7141 -3.0525 -0.09 0.03 0.04
C -1.4506 2.2806 1.6001 0.05 -0.51 -0.24
H 2.2593 -3.7268 -1.1115 0.03 -0.13 -0.02
C -3.2739 2.1559 -2.3844 0.03 -0.10 0.04
H 4.9922 3.0569 2.2931 0.03 -0.01 0.02
Mn -1.0425 -1.1054 0.5337 -0.99 -1.10 2.51
H -1.2026 -0.3569 3.1285 -0.09 0.12 -0.19
Ge -5.0265 0.3285 0.5476 0.04 -0.18 0.57
H 3.9507 -6.5476 1.6262 0.01 -0.01 0.01
H -6.8563 -1.2561 -0.0400 0.01 0.04 0.08
H -4.0193 2.8447 -4.2703 -0.02 0.03 0.00
C 4.9873 1.0151 -3.8280 0.01 0.01 -0.01
C -0.1045 -0.1952 -3.2175 -0.22 -0.12 0.25
H -2.9674 -0.4764 -5.0075 -0.03 0.03 0.01
C 3.5076 0.4866 3.9268 -0.08 -0.06 0.03
C 3.3359 -2.8962 0.5524 -0.16 0.77 -0.38
H -5.4302 2.7866 1.1762 0.01 -0.02 0.00
H 4.8813 -4.6949 2.9712 0.02 -0.01 -0.01
C 3.3319 0.2020 1.5334 -0.36 -0.56 -0.63
H -0.4138 3.2265 -0.9067 0.03 0.05 -0.05
H -6.0604 -0.7135 -1.5335 0.00 0.00 0.00
H -0.1907 4.7721 4.2823 -0.01 0.02 0.01
C 4.2976 -4.4833 2.0856 0.01 -0.04 0.01
H 0.9438 0.8256 -6.2256 -0.02 0.01 -0.02
C 4.0157 1.4050 1.3507 0.00 0.09 -0.12
C -1.0585 0.2147 -5.7527 0.02 -0.01 -0.02
C -1.1380 3.8783 -2.8167 0.09 0.04 0.06
H 4.9601 -1.9544 -2.2007 0.03 -0.01 -0.06
H 3.3282 0.1183 4.9282 0.01 0.00 0.01
H 2.7515 1.6373 -1.3580 0.05 0.06 -0.03
H -2.0932 -4.6220 2.3012 0.00 0.00 -0.15
Ge -2.2193 1.1162 0.1815 -0.99 2.24 -0.34
C -2.2527 2.2423 -1.4374 0.20 -0.50 0.49
C 4.7040 -0.9305 -2.4462 -0.03 -0.07 0.07
C 4.0830 -3.1686 1.7018 0.04 0.06 0.01
C -3.2234 2.9177 -3.5409 -0.11 0.03 0.01
C -1.1908 3.1249 -1.6557 0.00 0.00 0.02
H -2.0048 -2.5602 3.7833 -0.01 -0.08 0.10
H 6.0004 -0.8475 -4.1497 0.02 -0.01 0.00
```
Forces are in eV/Å.

Properties
**Orbital gap (spin up / spin down)**: 6.75 / 6.36 eV
**2S+1**: 4
**HOMO (spin up / spin down)**: -15.95 / -16.10 eV
**Charge**: +3


Density functional theory data (wB97M-V/def2-TZVPD) for a cluster of 2 separate species, C3H11NOS2 in total.

```
18
Properties=species:S:1:pos:R:3:forces:R:3
H -0.0287 -0.8309 0.4806 0.14 -0.07 0.35
H -0.6060 0.2810 1.7419 -0.09 -0.04 0.12
N 3.3815 2.0344 1.5445 -0.06 -0.43 0.00
H 1.4884 0.5305 2.4168 0.34 0.39 0.01
C 1.5283 0.5137 1.3259 -0.57 -0.54 0.47
H -0.3407 -6.5314 -2.8243 0.14 -0.13 0.13
O -1.0114 -6.8612 -2.2156 -0.09 0.28 -0.33
C 2.1384 1.7973 0.7709 1.19 -0.78 1.50
S -0.5376 1.2789 -0.4268 -0.44 -0.10 0.41
H -1.8130 -6.4469 -2.5578 -0.05 -0.14 0.20
H 2.2111 -0.3109 1.0996 -0.14 -0.03 -0.22
H 3.8727 2.8644 1.2395 -0.09 0.05 -0.14
H 2.4217 1.5834 -0.2488 -0.62 0.62 -0.77
H 1.5079 2.6404 0.9889 -0.42 0.37 -0.65
H -2.3566 -0.1863 -1.4578 -0.24 -0.13 0.03
H 3.9961 1.2464 1.3565 0.15 0.18 0.19
S -2.5237 0.6685 -0.4389 0.55 0.18 -0.27
C 0.0770 0.1644 0.9116 0.30 0.32 -1.01
```
Forces are in eV/Å.

Properties
**Orbital gap**: 9.55 eV
**Energy relative to the best compared isomer or geometry (same formula, charge and spin)**: 51.6 kJ/mol
**Structure (SMILES)**: NCCCSS.O
**HOMO**: -9.00 eV
**Charge**: 0


Density functional theory data (wB97M-V/def2-TZVPD) for the molecule C6H9N.

```
16
Properties=species:S:1:pos:R:3:forces:R:3
H 2.3168 -0.6515 -0.3734 -0.01 0.14 0.05
C -0.0343 -0.3613 0.7228 0.01 -0.02 0.05
C -1.8664 0.6382 -0.6036 0.04 0.04 -0.16
H -0.8642 -0.1289 -2.4345 -0.21 -0.07 0.09
H 0.2760 -0.9571 1.5937 -0.04 0.13 -0.17
H -2.2549 1.6454 -0.7256 0.06 -0.17 -0.03
H 2.8098 0.2670 1.0656 -0.12 -0.04 -0.10
H -0.9606 -2.2266 -0.2666 0.09 0.19 0.04
C -0.8484 -1.1475 -0.2915 0.07 -0.32 -0.11
C -1.2360 -0.2133 -1.4182 -0.06 0.12 -0.07
H 2.7245 1.0594 -0.5280 -0.01 -0.12 0.13
H -2.1919 -0.4088 1.4654 0.14 0.04 -0.15
N 0.8451 0.6626 0.2707 -0.08 0.15 0.10
C 2.2395 0.3228 0.1223 0.20 -0.06 -0.06
H 0.6803 1.5530 0.7136 0.11 -0.07 0.12
C -1.5339 -0.1649 0.6366 -0.18 0.06 0.27
```
Forces are in eV/Å.

Properties
**Orbital gap**: 9.74 eV
**Energy relative to the best compared isomer or geometry (same formula, charge and spin)**: 337.1 kJ/mol
**Structure (SMILES)**: CN[C@@H]1[C@@H]2C=C[C@@H]21
**HOMO**: -8.56 eV
**Charge**: 0


What did the second record say?
Density functional theory data (wB97M-V/def2-TZVPD) for a cluster of 2 separate species, C3H11NOS2 in total.

```
18
Properties=species:S:1:pos:R:3:forces:R:3
H -0.0287 -0.8309 0.4806 0.14 -0.07 0.35
H -0.6060 0.2810 1.7419 -0.09 -0.04 0.12
N 3.3815 2.0344 1.5445 -0.06 -0.43 0.00
H 1.4884 0.5305 2.4168 0.34 0.39 0.01
C 1.5283 0.5137 1.3259 -0.57 -0.54 0.47
H -0.3407 -6.5314 -2.8243 0.14 -0.13 0.13
O -1.0114 -6.8612 -2.2156 -0.09 0.28 -0.33
C 2.1384 1.7973 0.7709 1.19 -0.78 1.50
S -0.5376 1.2789 -0.4268 -0.44 -0.10 0.41
H -1.8130 -6.4469 -2.5578 -0.05 -0.14 0.20
H 2.2111 -0.3109 1.0996 -0.14 -0.03 -0.22
H 3.8727 2.8644 1.2395 -0.09 0.05 -0.14
H 2.4217 1.5834 -0.2488 -0.62 0.62 -0.77
H 1.5079 2.6404 0.9889 -0.42 0.37 -0.65
H -2.3566 -0.1863 -1.4578 -0.24 -0.13 0.03
H 3.9961 1.2464 1.3565 0.15 0.18 0.19
S -2.5237 0.6685 -0.4389 0.55 0.18 -0.27
C 0.0770 0.1644 0.9116 0.30 0.32 -1.01
```
Forces are in eV/Å.

Properties
**Orbital gap**: 9.55 eV
**Energy relative to the best compared isomer or geometry (same formula, charge and spin)**: 51.6 kJ/mol
**Structure (SMILES)**: NCCCSS.O
**HOMO**: -9.00 eV
**Charge**: 0


Q: Look up the charge of the second one.
A: 0